No. 1
Entry from the Open Molecules 2025 dataset: the molecule C15H16F3N3OS (ωB97M-V/def2-TZVPD).

```
39
Properties=species:S:1:pos:R:3:forces:R:3
F -6.559 -0.651 1.431 -0.026 -0.262 -0.085
C -5.538 0.165 1.128 -0.145 0.147 0.277
F -5.001 0.543 2.307 0.182 -0.022 0.027
F -6.080 1.272 0.596 0.069 0.110 -0.225
C -4.519 -0.475 0.228 -0.057 0.027 0.005
C -4.392 -1.857 0.193 -0.021 0.162 0.010
C -3.421 -2.421 -0.615 -0.007 -0.047 0.047
C -2.588 -1.616 -1.374 -0.058 0.075 0.003
C -2.719 -0.235 -1.343 -0.177 -0.104 -0.044
C -3.687 0.337 -0.529 -0.080 -0.217 0.025
H -3.791 1.411 -0.485 -0.017 0.123 0.007
C -1.791 0.655 -2.130 -0.038 0.082 0.164
C -0.774 1.193 -1.191 0.471 0.541 0.250
N -0.774 2.411 -0.732 -1.031 0.207 -0.824
O 0.283 2.472 0.120 0.708 -0.169 0.540
C 0.852 1.264 0.116 -0.439 -0.311 -0.324
N 0.237 0.436 -0.673 0.348 -0.248 0.332
C 2.064 1.015 0.942 0.079 0.009 0.007
N 3.226 0.925 0.075 -0.050 0.165 0.011
C 3.297 -0.301 -0.700 -0.135 -0.259 -0.225
C 3.693 -1.544 0.095 0.397 0.258 0.157
H 3.752 -2.411 -0.560 -0.076 -0.056 -0.007
H 2.987 -1.753 0.899 -0.091 -0.086 -0.069
S 5.348 -1.352 0.833 -0.158 0.051 0.083
C 4.997 0.210 1.701 0.021 -0.312 -0.395
C 4.483 1.256 0.714 0.141 0.136 0.207
H 4.366 2.216 1.225 0.007 0.020 -0.039
H 5.224 1.382 -0.082 0.014 0.041 0.097
H 5.937 0.528 2.147 -0.001 0.037 0.083
H 4.272 0.008 2.491 0.032 0.101 0.097
H 2.318 -0.466 -1.155 0.161 -0.011 -0.060
H 4.032 -0.138 -1.494 -0.056 -0.072 -0.006
H 1.886 0.110 1.545 -0.016 0.166 0.022
H 2.189 1.869 1.611 0.013 -0.117 0.034
H -1.288 0.083 -2.909 -0.034 0.090 -0.036
H -2.335 1.492 -2.567 0.023 -0.061 -0.086
H -1.827 -2.065 -1.995 0.088 -0.041 -0.083
H -3.312 -3.494 -0.650 0.015 -0.104 -0.012
H -5.045 -2.476 0.787 -0.056 -0.046 0.033
```
Positions in Å, forces in eV/Å.

2S+1   1
Highest occupied orbital energy   -8.42 eV

Atom charges from the Mulliken analysis, given in e for atoms 1 to 6: -0.275, 0.925, -0.254, -0.264, 0.085, -0.738


No. 2
Entry from the Open Molecules 2025 dataset: a cluster of 2 separate species, C2H10N2S2 in total (ωB97M-V/def2-TZVPD).

```
16
Properties=species:S:1:pos:R:3:forces:R:3
C 1.228 2.052 -0.517 1.386 -0.533 0.587
S 0.070 2.566 -1.769 -0.328 -1.126 -0.795
S 0.520 1.143 -3.307 0.032 0.838 0.666
H 1.311 0.961 -0.382 -0.441 0.278 -0.346
H 2.248 2.372 -0.792 -0.416 0.113 0.316
H 0.943 2.427 0.479 0.004 0.286 -0.513
H 0.296 0.009 -2.620 -0.220 0.089 0.128
N -1.439 -0.845 1.974 0.393 -0.507 0.492
C -1.048 -0.969 0.592 0.087 1.529 -1.974
N 0.085 -1.812 0.212 -0.904 -1.321 0.102
H -0.576 -0.629 2.481 -0.523 -0.008 0.144
H -1.801 -1.720 2.371 0.183 0.373 -0.327
H -0.720 0.043 0.251 -0.570 -0.421 0.332
H -1.933 -1.219 -0.095 1.199 0.071 1.236
H -0.184 -2.750 0.507 0.508 -0.131 -0.295
H 1.000 -1.630 0.614 -0.390 0.470 0.246
```
Positions in Å, forces in eV/Å.

2S+1   1
Highest occupied orbital energy   -8.67 eV
ΔE to the lowest compared entry with this formula, charge and spin   51.4 kJ/mol

Atom charges from the Mulliken analysis, given in e for atoms 1 to 6: -0.732, -0.049, -0.196, 0.147, 0.360, 0.303


No. 3
Entry from the Open Molecules 2025 dataset: a cluster of 2 separate species, C3H11NOS in total (ωB97M-V/def2-TZVPD).

```
17
Properties=species:S:1:pos:R:3:forces:R:3
C -0.982 1.258 2.335 -0.002 0.440 0.261
N -0.091 0.360 1.659 0.547 -1.101 -0.083
C -0.034 0.532 0.222 -0.529 0.585 0.157
C 0.623 -0.580 -0.626 -0.182 0.512 0.454
S 1.736 0.156 -1.870 -0.237 -0.267 -0.553
H -2.031 0.975 2.192 0.033 0.029 -0.278
H -0.847 2.302 2.016 -0.160 0.038 0.006
H -0.845 1.240 3.416 0.256 -0.148 -0.015
H 0.800 0.203 2.110 -0.081 0.287 -0.063
H -1.104 0.644 -0.010 0.264 0.026 -0.659
H 0.422 1.476 -0.108 -0.020 0.186 0.331
H 1.244 -1.227 -0.011 -0.263 -0.163 0.062
H -0.171 -1.129 -1.118 0.268 -0.413 -0.013
H 1.095 -0.285 -2.979 0.206 0.150 0.362
H -3.221 -1.904 0.291 -0.632 -0.422 0.074
H -2.235 -0.778 0.253 0.204 -1.257 -0.140
O -2.304 -1.752 0.091 0.328 1.519 0.097
```
Positions in Å, forces in eV/Å.

2S+1   1
Highest occupied orbital energy   -8.68 eV
ΔE to the lowest compared entry with this formula, charge and spin   96.7 kJ/mol

Atom charges from the Mulliken analysis, given in e for atoms 1 to 6: -0.830, -0.207, -0.767, -0.454, -0.245, 0.210


No. 4
Entry from the Open Molecules 2025 dataset: a structure of composition CH3NO3S (ωB97M-V/def2-TZVPD).

```
9
Properties=species:S:1:pos:R:3:forces:R:3
C 0.272 0.713 -1.058 -0.415 -2.961 3.121
N -0.870 -3.283 -1.163 -0.103 0.563 0.017
O -1.951 -3.716 -1.352 0.031 0.374 0.132
O -2.235 0.339 -1.908 -0.017 0.172 0.129
O -0.600 -2.049 -0.920 0.247 -0.096 0.080
S -1.493 0.060 -0.678 1.523 -0.513 -0.563
H 0.031 1.648 -1.330 -0.657 3.718 -0.618
H 0.991 0.675 -0.159 -1.260 -0.168 -1.545
H 0.578 0.237 -1.946 0.653 -1.088 -0.754
```
Positions in Å, forces in eV/Å.

2S+1   1
Highest occupied orbital energy (spin up / spin down)   -9.85 / -8.76 eV
ΔE to the lowest compared entry with this formula, charge and spin   516.6 kJ/mol

Atom charges from the Mulliken analysis, given in e for atoms 1 to 6: -0.871, 0.493, -0.389, -0.417, -0.398, 0.570


No. 5
Entry from the Open Molecules 2025 dataset: the molecule C7H9N3O2S2 (ωB97M-V/def2-TZVPD).

```
23
Properties=species:S:1:pos:R:3:forces:R:3
C 0.075 0.840 2.056 0.106 1.210 0.548
C -0.163 -0.281 2.742 0.506 -2.666 -1.741
C 0.478 -1.511 0.676 -1.110 2.016 2.174
C 0.375 0.940 0.700 1.068 -2.409 -1.717
C -0.006 -1.559 1.988 0.617 3.675 -0.867
C 0.768 -0.299 -0.011 -0.271 1.400 1.052
C 0.358 1.863 -3.746 -1.567 1.172 -0.339
N 0.419 2.150 0.083 -0.884 0.205 2.614
N 0.061 2.556 -1.079 0.370 0.642 -1.427
N -0.338 -2.685 2.617 -0.473 -2.165 1.583
O -1.900 2.485 -2.449 -0.441 0.320 -0.798
O -0.958 0.264 -2.035 0.001 0.641 -0.553
S 1.684 -0.131 -1.387 0.541 -0.888 0.011
S -0.744 1.664 -2.314 0.832 0.441 1.378
H 0.006 1.743 2.593 -0.395 1.289 0.578
H -0.582 -0.310 3.733 0.213 0.151 0.249
H 0.476 -2.375 0.140 0.552 -2.449 -1.425
H 1.364 1.610 -3.626 1.531 -0.247 1.107
H -0.022 1.024 -4.275 -0.541 -0.476 -1.236
H 0.308 2.838 -4.322 -0.533 -1.181 1.058
H 0.478 2.911 0.810 0.005 -0.502 -1.381
H -0.342 -2.695 3.640 -0.269 0.135 -0.808
H -1.012 -3.290 2.186 0.142 -0.313 -0.059
```
Positions in Å, forces in eV/Å.

2S+1   1
Highest occupied orbital energy (spin up / spin down)   -7.95 / -7.58 eV
ΔE to the lowest compared entry with this formula, charge and spin   478.7 kJ/mol

Atom charges from the Mulliken analysis, given in e for atoms 1 to 6: -0.775, -0.736, -0.774, 0.930, 0.561, 0.210


No. 6
Entry from the Open Molecules 2025 dataset: the molecule C4H4O2S2 (ωB97M-V/def2-TZVPD).

```
12
Properties=species:S:1:pos:R:3:forces:R:3
C -1.579 0.000 -0.365 -0.251 -0.948 0.156
C -0.620 2.028 0.287 0.784 -0.378 -0.602
C 0.596 2.020 -0.292 -2.014 1.404 1.238
C 1.560 0.008 0.373 0.284 -0.211 -0.155
H -1.274 0.327 -1.339 0.119 0.289 -0.563
H -1.120 2.960 0.535 0.033 -0.273 0.057
H 1.040 3.000 -0.476 0.247 -0.503 -0.236
H 1.273 0.358 1.376 0.016 -0.041 -0.391
O -1.317 0.861 0.613 0.356 1.151 0.459
O 1.267 0.906 -0.623 0.826 -1.050 0.018
S -2.250 -1.428 -0.078 -0.051 0.004 -0.101
S 2.296 -1.392 0.075 -0.350 0.557 0.120
```
Positions in Å, forces in eV/Å.

2S+1   1
Highest occupied orbital energy   -9.15 eV
ΔE to the lowest compared entry with this formula, charge and spin   206.3 kJ/mol

Atom charges from the Mulliken analysis, given in e for atoms 1 to 6: -0.003, -0.203, -0.118, 0.015, 0.347, 0.403


| no. | molecular weight (Da) | E (eV) |
| --- | --- | --- |
| 1 | 343.4 | -41319.9981 |
| 2 | 126.3 | -26886.3556 |
| 3 | 109.2 | -17661.4191 |
| 4 | 109.1 | -19547.9605 |
| 5 | 231.3 | -37636.1617 |
| 6 | 148.2 | -29975.5904 |